# 1
This record from the OMol25 dataset describes a molecular structure, C45H36F2N2O3RhSSb2 at a distorted geometry. The level of theory is wB97M-V/def2-TZVPD.

Summary:
LUMO energy (spin up / spin down) in eV: -4.88 / -4.72
Molecular weight in g mol⁻¹: 1069.28
Net charge: +1

```
92
Properties=species:S:1:pos:R:3:forces:R:3
Rh 0.178600 -0.050700 0.026500 -2.14 -0.38 1.36
F 0.071300 1.349900 5.332500 0.03 -0.11 -0.11
C -0.235000 0.454100 4.387600 -0.39 -0.27 -0.06
C -0.286900 0.858100 3.061800 -0.13 0.15 -0.06
C -0.636300 -0.067700 2.093200 1.76 -0.23 -0.89
C -0.984600 -1.384600 2.447700 -0.02 0.32 0.19
C -0.873900 -1.753900 3.791500 -0.13 0.31 -0.32
F -1.114000 -3.027400 4.158300 -0.01 0.23 -0.03
C -0.502200 -0.852100 4.768100 0.08 0.12 0.06
C -1.474100 -2.264500 1.389100 -0.23 -0.42 -0.04
C -2.408000 -3.280800 1.599700 0.20 0.04 -0.02
C -2.892000 -3.996400 0.522700 0.20 0.20 -0.22
C -2.412000 -3.699800 -0.748300 0.10 -0.07 0.14
C -1.474500 -2.694000 -0.884400 -0.16 -0.35 -0.57
N -1.039700 -1.982900 0.148500 -0.07 1.57 -0.04
H -0.057700 1.889500 2.828600 0.24 -0.06 0.00
H -0.435800 -1.159500 5.799100 0.02 -0.01 0.10
H -2.762900 -3.483600 2.595000 0.01 -0.01 0.11
H -3.630300 -4.771600 0.666300 -0.04 -0.02 0.01
H -2.755000 -4.237100 -1.615200 0.00 -0.08 -0.14
H -1.044000 -2.465000 -1.858900 -0.15 0.02 0.23
C -2.064500 2.834000 -2.165600 0.17 -0.42 0.25
C -2.710600 1.585800 -2.762200 -0.11 -0.03 0.09
C -1.751200 0.773700 -3.603600 0.50 -0.42 0.27
Sb 0.189900 0.184700 -2.719100 0.03 0.86 -1.02
C 1.247600 2.032600 -3.080900 -0.30 -0.53 -0.14
C 1.858400 2.697400 -2.029500 0.02 -0.09 0.07
C 2.624700 3.827200 -2.259900 -0.02 0.05 0.03
C 2.795000 4.290700 -3.553000 -0.01 0.01 0.02
C 2.211300 3.610300 -4.609800 -0.02 0.07 -0.18
C 1.436700 2.483200 -4.380600 -0.15 0.00 0.05
C 0.824000 -0.965500 -4.466900 -0.25 0.21 0.71
C 0.044100 -0.974500 -5.616800 -0.09 0.11 0.06
C 0.480200 -1.641600 -6.750800 -0.04 -0.03 -0.10
C 1.689500 -2.316000 -6.745200 0.01 0.02 0.00
C 2.465000 -2.315800 -5.597700 -0.02 -0.04 0.01
C 2.028100 -1.652000 -4.461600 0.20 -0.06 0.17
Sb -1.250000 2.380000 -0.183800 0.61 0.55 -0.25
C 0.049200 4.071300 0.135400 -0.20 -0.77 0.12
C -0.269400 5.294700 -0.432500 -0.26 -0.15 -0.06
C 0.560600 6.381900 -0.215000 -0.09 0.07 -0.10
C 1.702400 6.245800 0.557000 0.00 0.04 0.00
C 2.010800 5.022000 1.125300 0.05 0.00 0.08
C 1.182700 3.931600 0.919500 -0.06 -0.13 0.07
C -2.946200 3.246700 0.830500 0.43 -0.79 0.03
C -4.230300 2.975600 0.388100 -0.04 -0.20 -0.18
C -5.305200 3.648000 0.942100 -0.09 -0.01 -0.06
C -5.096400 4.578400 1.945900 0.01 0.04 0.03
C -3.813600 4.829400 2.403000 -0.04 0.07 0.04
C -2.736800 4.158700 1.849800 0.32 -0.01 0.07
H -2.810000 3.618600 -2.021800 0.21 0.01 0.29
H -1.267600 3.206300 -2.812200 0.03 0.04 0.14
H -3.544700 1.888300 -3.406000 -0.01 -0.03 0.11
H -3.141100 0.953600 -1.974000 -0.06 0.04 -0.11
H -1.485400 1.344900 -4.491700 0.10 -0.01 -0.12
H -2.235400 -0.149700 -3.916500 0.01 -0.07 -0.13
H 1.785100 2.308300 -1.023200 0.01 0.06 -0.11
H 3.093600 4.333400 -1.427700 0.01 0.05 0.04
H 3.385700 5.176400 -3.735500 0.07 0.03 -0.05
H 2.370100 3.955400 -5.620400 -0.02 0.03 -0.11
H 0.994400 1.946800 -5.213100 0.04 0.04 -0.06
H -0.903300 -0.462400 -5.652300 -0.10 0.06 -0.03
H -0.131700 -1.628400 -7.641800 -0.03 -0.02 -0.04
H 2.022000 -2.842100 -7.628100 0.03 -0.01 -0.06
H 3.413100 -2.834900 -5.581900 0.03 -0.04 0.01
H 2.635700 -1.657700 -3.571800 0.07 -0.04 -0.02
H -1.165200 5.399000 -1.033100 0.01 0.11 -0.03
H 0.308600 7.337100 -0.649200 0.00 0.10 -0.06
H 2.346700 7.096900 0.715600 0.06 0.08 0.03
H 2.893600 4.905700 1.732800 0.14 0.00 0.10
H 1.440600 2.976900 1.360000 0.06 -0.02 0.07
H -4.398800 2.250500 -0.397500 -0.08 -0.02 -0.04
H -6.303400 3.449100 0.582600 -0.09 -0.02 -0.01
H -5.933400 5.111200 2.368600 -0.09 0.05 0.06
H -3.646100 5.554300 3.184700 0.01 0.06 0.08
H -1.732700 4.362100 2.195700 0.04 0.08 0.07
O 2.810500 1.486300 2.318100 0.01 0.02 0.05
C 3.081400 0.834800 1.333400 0.23 0.54 0.64
N 2.213400 0.499900 0.347100 -1.19 -0.38 -0.96
S 2.846400 -0.566200 -0.726000 0.75 0.73 -0.23
O 2.822000 -0.036100 -2.069300 0.59 -0.17 0.05
O 2.105900 -1.797900 -0.581300 -0.16 -0.52 0.49
C 4.509500 -0.482000 -0.113100 -0.60 0.41 0.32
C 5.697000 -0.877700 -0.683100 0.06 -0.09 -0.21
C 6.873800 -0.396600 -0.118300 -0.18 -0.12 -0.04
C 6.838400 0.423100 1.002400 -0.03 0.05 0.09
C 5.632700 0.800700 1.579300 -0.18 -0.12 -0.14
C 4.459700 0.364300 0.983600 0.36 -0.12 0.13
H 5.703500 -1.500400 -1.562300 0.09 -0.09 -0.13
H 7.822500 -0.643900 -0.571200 0.03 -0.08 0.01
H 7.764600 0.795800 1.413800 0.06 -0.01 0.06
H 5.588300 1.442900 2.445500 -0.01 0.09 0.04
```
Forces are in eV/Å.

=====

# 2
This record from the OMol25 dataset describes a molecular structure, C45H37Cl5FInNO2PSiTe. The level of theory is wB97M-V/def2-TZVPD.

Summary:
LUMO energy in eV: 0.10
Molecular weight in g mol⁻¹: 1121.54
Net charge: 0

```
95
Properties=species:S:1:pos:R:3:forces:R:3
In -0.456430 -0.529696 0.511677 0.27 -0.05 0.44
C -1.729753 -3.277810 -1.305241 -0.03 -0.04 -0.02
Si -1.584656 -3.684729 0.529940 0.00 0.01 -0.03
C -3.297909 -3.664901 1.321591 0.01 0.04 -0.04
C -0.851770 -5.417766 0.672323 0.03 0.07 -0.02
N -0.542045 -2.485102 1.254043 -0.12 -0.16 -0.18
C -0.113246 -2.639381 2.567372 0.02 0.10 0.20
C -0.520489 -3.683823 3.411182 -0.01 -0.01 0.04
C -0.061884 -3.804178 4.714407 0.00 -0.03 0.01
C 0.818021 -2.881028 5.253679 0.00 0.01 0.02
C 1.235955 -1.821818 4.460754 -0.02 -0.01 -0.01
C 0.771005 -1.739324 3.173644 0.04 -0.02 -0.07
F 1.215637 -0.682595 2.416270 -0.03 -0.03 -0.11
H -2.766046 -3.366288 -1.640606 -0.02 -0.03 0.01
H -1.140689 -3.984029 -1.894596 0.01 -0.01 -0.02
H -1.403243 -2.279228 -1.597551 0.01 0.01 0.04
H -4.035733 -3.173946 0.682083 0.00 0.01 -0.02
H -3.281381 -3.127146 2.271643 0.01 0.00 0.02
H -3.664956 -4.674105 1.516379 -0.01 -0.04 -0.01
H -1.391638 -6.039862 1.385576 -0.02 -0.02 0.04
H 0.192905 -5.381239 0.985397 0.02 0.02 0.01
H -0.890306 -5.923262 -0.295189 -0.03 -0.01 -0.02
H -1.228375 -4.416287 3.050213 -0.02 -0.02 -0.04
H -0.413746 -4.632002 5.316099 0.00 -0.01 0.01
H 1.164750 -2.969883 6.273068 0.00 -0.01 0.02
H 1.905934 -1.052987 4.822111 0.00 0.00 0.01
Cl 0.649293 6.059848 1.974190 0.01 0.02 0.00
C 0.108945 4.422241 2.068756 0.03 0.04 0.00
C -0.682374 4.003431 3.124009 -0.04 0.04 0.00
Cl -1.145187 5.114422 4.362555 0.01 0.01 0.01
C -1.148787 2.686684 3.162529 -0.04 -0.02 -0.02
Cl -2.214798 2.157017 4.414385 -0.01 -0.02 0.01
C -0.831625 1.779380 2.160963 -0.02 0.09 -0.11
O -1.331094 0.555409 2.121203 0.07 -0.06 0.03
C 0.012866 2.204262 1.096984 -0.04 0.00 0.12
O 0.325258 1.336076 0.139812 0.00 0.04 -0.18
C 0.452242 3.516534 1.060486 0.00 0.00 0.03
Cl 1.390568 4.017013 -0.303834 0.00 0.05 -0.03
Cl -0.247668 -0.080498 -2.557877 0.22 -0.02 -0.17
C 1.390555 -0.251135 -3.159875 -0.24 0.07 -0.02
C 1.572086 0.004264 -4.512501 0.11 -0.02 0.04
C 2.839207 -0.122175 -5.052914 -0.05 0.01 0.01
C 3.904306 -0.505424 -4.246302 -0.01 0.00 -0.02
C 3.692952 -0.756836 -2.904946 0.02 0.02 0.06
C 2.427656 -0.629132 -2.324104 0.13 0.01 -0.07
P 2.199534 -1.000684 -0.548020 -0.21 0.04 -0.05
C 3.419176 0.081015 0.247887 0.04 -0.09 0.13
C 3.980541 -0.301987 1.467499 -0.01 0.04 0.03
C 4.823013 0.558420 2.150214 0.01 0.04 0.02
C 5.095366 1.819719 1.636520 0.00 -0.03 0.02
C 4.525010 2.212684 0.436802 0.01 0.00 -0.03
C 3.694371 1.346563 -0.258518 -0.05 0.03 -0.01
C 2.896621 -2.681484 -0.483309 -0.05 -0.01 0.01
C 2.033784 -3.705795 -0.869186 -0.01 -0.03 0.01
C 2.475464 -5.016940 -0.922451 0.03 -0.02 0.02
C 3.782483 -5.321649 -0.566618 -0.04 -0.01 -0.01
C 4.643242 -4.309752 -0.170902 0.03 0.01 0.01
C 4.206316 -2.992816 -0.134552 0.09 -0.03 -0.06
H 0.728271 0.296730 -5.120594 -0.01 0.00 -0.01
H 2.991973 0.075241 -6.105422 0.01 0.00 0.00
H 4.895907 -0.608588 -4.665313 0.01 0.00 0.00
H 4.523379 -1.059437 -2.278510 0.01 0.01 0.00
H 3.758015 -1.273437 1.891570 -0.04 0.04 0.02
H 5.257051 0.247935 3.091759 0.00 0.00 0.01
H 5.743016 2.497382 2.176699 0.00 0.01 0.01
H 4.710485 3.203798 0.044808 0.00 0.00 -0.01
H 3.235355 1.678770 -1.180193 -0.02 -0.02 -0.01
H 1.007470 -3.474334 -1.129681 0.00 0.02 0.01
H 1.795378 -5.802308 -1.225076 0.00 -0.01 -0.01
H 4.126989 -6.346933 -0.595371 0.00 -0.01 0.00
H 5.662336 -4.542926 0.108823 0.01 0.00 0.00
H 4.893398 -2.210954 0.162352 -0.01 -0.04 -0.03
Te -3.363165 -0.085560 0.103920 -0.02 -0.03 -0.02
C -4.298747 -0.569183 -1.730002 0.01 0.07 -0.05
C -3.676396 -0.390781 -2.961154 -0.05 0.01 0.01
C -4.326138 -0.754713 -4.130471 0.01 0.01 -0.01
C -5.595919 -1.311643 -4.077002 0.00 0.00 -0.05
C -6.218157 -1.496853 -2.853238 -0.02 -0.01 0.03
C -5.573430 -1.122993 -1.681508 -0.02 -0.04 0.04
C -3.178103 2.002089 -0.095624 -0.10 0.01 0.01
C -2.457583 2.593563 -1.123749 0.04 -0.01 -0.05
C -2.244886 3.963069 -1.113306 -0.01 0.01 0.00
C -2.742410 4.737559 -0.074885 0.01 0.04 -0.02
C -3.475931 4.147277 0.941859 0.01 -0.01 0.04
C -3.699950 2.777798 0.932018 0.03 -0.03 0.07
H -2.684110 0.029889 -3.018564 -0.05 0.02 -0.02
H -3.836914 -0.606860 -5.084723 0.00 0.00 0.00
H -6.099566 -1.598869 -4.990629 -0.01 0.00 0.00
H -7.210271 -1.926570 -2.806235 0.00 0.00 0.00
H -6.070890 -1.263482 -0.729688 0.00 0.01 0.01
H -2.031574 2.000432 -1.919933 0.03 -0.04 -0.01
H -1.657957 4.419011 -1.899428 0.00 0.00 -0.01
H -2.542993 5.801105 -0.051051 0.00 0.01 0.00
H -3.851832 4.743562 1.763366 -0.01 0.01 0.00
H -4.240507 2.315898 1.749026 0.00 0.00 0.00
```
Forces are in eV/Å.